Record 1
The following is a DFT calculation (ωB97M-V/def2-TZVPD) of a 9-piece molecular cluster, C70H69BrN10O19 overall in a non-equilibrium geometry.

```
169
Properties=species:S:1:pos:R:3
C 3.30610 -4.82955 5.43168
C 1.66877 -4.94594 5.55053
C 0.98686 -3.96652 4.43288
C -0.52097 -3.47123 4.78237
N -0.64494 -2.02668 5.18692
C -0.11143 -1.08118 4.15544
C -0.78248 -0.72269 2.73952
C -2.23736 -1.38400 2.31322
C -3.34635 -0.21274 2.56318
C -4.72622 -0.71045 3.26801
C -4.53083 -1.67774 4.55982
C -5.46236 0.66488 3.83674
C -0.03091 0.30668 1.71071
C -0.71071 0.69277 0.25622
N -1.27891 2.11171 0.29218
C 1.39074 1.01922 2.09643
C 2.04194 0.69085 3.52591
C 1.30521 -0.35000 4.53056
C 2.01875 -0.64046 5.98997
O 2.01817 -1.79666 6.59370
C 2.79641 0.66876 6.63193
C 2.73439 0.88754 8.24990
C 4.19438 0.89960 8.96329
O 4.84330 -0.22367 9.12477
Br 4.90697 2.69341 9.56030
C 3.48249 1.60859 5.70663
C 3.45781 1.33701 4.07720
O 4.49116 1.57794 3.29929
H 3.66844 -3.89264 4.85220
H 3.73940 -5.76296 4.86802
H 3.80477 -4.82238 6.48572
H 1.27636 -4.60367 6.58636
H 1.38265 -6.06172 5.28465
H 1.74945 -3.12183 4.21490
H 0.91346 -4.60559 3.44334
H -0.86756 -4.10402 5.71741
H -1.20916 -3.80091 3.90760
H -1.63585 -1.83194 5.42954
H -2.21951 -1.65910 1.16572
H -2.43983 -2.37782 2.87332
H -3.64615 0.19475 1.50178
H -2.82207 0.66804 3.14880
H -5.44852 -1.16169 2.45085
H -5.54662 -1.89483 5.08022
H -4.13826 -2.71927 4.17478
H -3.76248 -1.24623 5.32180
H -5.89357 0.39563 4.89230
H -4.64115 1.48712 4.04534
H -6.25374 1.08588 3.10108
H 0.14628 0.58575 -0.52922
H -1.57546 -0.01719 -0.04631
H -0.89305 2.50658 1.18605
H -2.30594 1.98790 0.43332
H 1.91897 1.78047 1.38674
H 2.01961 0.05404 8.66775
H 2.18466 1.90984 8.46341
H 4.02439 2.57139 6.08270
O 0.57726 -7.24519 3.62931
N 0.33437 -7.38995 2.42857
O -0.80038 -7.44313 1.94856
C 1.47058 -7.50843 1.50945
C 2.77553 -7.49110 2.01330
C 3.85004 -7.62665 1.13450
C 3.61991 -7.77236 -0.23344
C 2.31746 -7.77875 -0.73107
C 1.23676 -7.64770 0.13879
H 2.96996 -7.37739 3.07632
H 4.86768 -7.62080 1.51613
H 4.46032 -7.88191 -0.91511
H 2.14437 -7.88896 -1.79816
H 0.22758 -7.65691 -0.26420
O 0.76204 -3.96938 -3.34303
N 1.89479 -3.74888 -2.90650
O 2.59797 -4.58589 -2.33676
C 2.43778 -2.39635 -3.06762
C 1.65613 -1.40522 -3.66977
C 2.16643 -0.11424 -3.79703
C 3.44700 0.17959 -3.33172
C 4.22798 -0.81359 -2.74203
C 3.72627 -2.10763 -2.60616
H 0.65600 -1.61923 -4.03687
H 1.56383 0.66498 -4.25629
H 3.83913 1.18960 -3.42807
H 5.22672 -0.57754 -2.38416
H 4.34473 -2.87072 -2.14112
O 0.29515 1.50945 -6.17210
N -0.32522 1.76475 -5.13665
O 0.20247 2.03523 -4.05450
C -1.79011 1.74037 -5.19169
C -2.43369 1.40326 -6.38713
C -3.82682 1.35826 -6.42483
C -4.56680 1.65155 -5.27948
C -3.92091 1.99701 -4.09269
C -2.52868 2.04271 -4.04346
H -1.87040 1.17197 -7.28707
H -4.33664 1.09106 -7.34676
H -5.65322 1.60938 -5.31176
H -4.50342 2.22692 -3.20436
H -2.03937 2.31039 -3.11045
O 2.54221 7.86741 -4.45577
N 2.34254 6.64997 -4.45592
O 1.79312 6.03271 -5.37181
C 2.78448 5.88457 -3.28587
C 3.37848 6.54912 -2.20775
C 3.77456 5.81888 -1.08809
C 3.58227 4.43829 -1.05056
C 2.99954 3.77852 -2.13214
C 2.59702 4.49944 -3.25542
H 3.53460 7.62431 -2.22279
H 4.23084 6.32650 -0.24230
H 3.88762 3.87316 -0.17270
H 2.85560 2.70201 -2.09695
H 2.14108 3.97198 -4.08916
O 5.16364 3.02664 -6.18838
N 5.94329 3.49035 -7.02498
O 7.13508 3.18475 -7.11287
C 5.41809 4.47560 -7.97648
C 4.08136 4.87811 -7.88817
C 3.59351 5.83263 -8.77953
C 4.43355 6.37470 -9.75142
C 5.76286 5.96308 -9.84287
C 6.26188 5.01118 -8.95467
H 3.41474 4.46481 -7.13609
H 2.55820 6.15686 -8.71478
H 4.05035 7.12326 -10.44122
H 6.41114 6.38767 -10.60474
H 7.30067 4.70252 -9.03598
O 5.95877 -4.98608 -9.07787
N 5.40144 -4.50209 -8.08909
O 4.37491 -4.95352 -7.57588
C 5.99787 -3.30545 -7.48603
C 7.14132 -2.73873 -8.05887
C 7.69012 -1.58728 -7.49582
C 7.10326 -1.01239 -6.36919
C 5.96952 -1.58649 -5.79503
C 5.41077 -2.73633 -6.35159
H 7.60955 -3.17538 -8.93678
H 8.57451 -1.13542 -7.93734
H 7.53135 -0.11090 -5.93656
H 5.51901 -1.13477 -4.91519
H 4.52522 -3.17053 -5.89500
O -4.74300 2.63805 -1.08206
N -5.35728 2.89185 -0.04173
O -4.82180 3.15975 1.03612
C -6.82285 2.86799 -0.08948
C -7.47104 2.53206 -1.28274
C -8.86409 2.48739 -1.31575
C -9.59996 2.78022 -0.16812
C -8.95023 3.12480 1.01662
C -7.55741 3.16980 1.06163
H -6.91110 2.30130 -2.18486
H -9.37712 2.22102 -2.23612
H -10.68642 2.73866 -0.19689
H -9.53014 3.35464 1.90645
H -7.06489 3.43681 1.99288
O -7.87398 0.45514 5.31632
N -8.73871 0.87835 6.08888
O -9.70854 1.55845 5.74568
C -8.60033 0.55442 7.51261
C -7.49505 -0.18303 7.95001
C -7.35589 -0.46749 9.30778
C -8.31500 -0.02250 10.21673
C -9.42076 0.70341 9.77528
C -9.56839 0.99597 8.42001
H -6.73950 -0.53639 7.25352
H -6.49733 -1.03407 9.65860
H -8.19958 -0.24185 11.27576
H -10.16592 1.04456 10.48892
H -10.43365 1.56532 8.09119
```

Calculated values
Gap between HOMO and LUMO (eV): 7.3
Structure (SMILES): CCCCNc1c(CCC(C)C)c(CN)cc2c1C(=O)C(CC(=O)Br)=CC2=O.O=[N+]([O-])c1ccccc1.O=[N+]([O-])c1ccccc1.O=[N+]([O-])c1ccccc1.O=[N+]([O-])c1ccccc1.O=[N+]([O-])c1ccccc1.O=[N+]([O-])c1ccccc1.O=[N+]([O-])c1ccccc1.O=[N+]([O-])c1ccccc1
Spin multiplicity: 1



Record 2
The following is a DFT calculation (ωB97M-V/def2-TZVPD) of C51H38I2InN2O7S2 as an isolated structure in a non-equilibrium geometry.

```
103
Properties=species:S:1:pos:R:3
C 3.17229 -2.34282 -0.70289
C 1.69905 -2.68380 -1.23491
I 1.08604 -4.69589 -1.86881
C 0.72244 -1.63670 -1.29164
I -1.34335 -1.98192 -1.98380
In 1.22066 0.49972 -0.67074
S 0.68581 2.20731 -2.41545
C -0.16237 0.94605 1.10426
C -0.25470 -0.30576 2.10858
C 0.64374 0.07819 3.41441
C 2.15986 -0.21955 2.99968
S 3.40709 0.28879 4.30649
C 5.01752 -0.19804 3.57743
N 6.35977 -0.05120 4.04098
N 7.13790 -0.64257 3.08715
C 6.28894 -1.13206 2.06192
O 4.90773 -0.85470 2.31638
H 3.50684 -1.33935 -1.15559
H 3.91735 -3.12306 -1.09124
H 3.15837 -2.31591 0.43997
H 2.96143 0.63451 -0.24223
H 1.80329 3.02816 -2.48992
H 0.28107 1.89730 1.58263
H -1.19520 1.26243 0.69536
H -1.31551 -0.61247 2.38345
H 0.29110 -1.21543 1.64668
H 0.38611 -0.56994 4.32343
H 0.49314 1.19028 3.66838
H 2.43902 0.37986 2.06089
H 2.33004 -1.32986 2.74494
H 6.64003 -1.69023 1.14320
C 2.91645 -0.28512 -5.69595
C 2.33129 -1.21940 -4.84445
C 2.74108 -2.54820 -4.88069
C 3.73088 -2.94941 -5.77885
C 4.29990 -2.01741 -6.64917
C 3.89830 -0.68160 -6.59757
C 5.31507 -2.43796 -7.64068
O 5.81602 -1.62461 -8.39943
C 5.70786 -3.86483 -7.70385
C 6.62102 -4.28701 -8.67121
C 7.00578 -5.62203 -8.72967
C 6.48764 -6.53827 -7.81713
C 5.57364 -6.12271 -6.85566
C 5.17462 -4.78640 -6.80351
C 4.17329 -4.36139 -5.79795
O 3.71719 -5.16458 -5.00265
H 2.60217 0.75301 -5.65994
H 1.55604 -0.91106 -4.14947
H 2.28339 -3.26802 -4.20979
H 4.34643 0.04998 -7.26203
H 7.03094 -3.57774 -9.38312
H 7.71211 -5.94901 -9.48610
H 6.79369 -7.57874 -7.85854
H 5.16964 -6.84186 -6.15040
C -9.68341 0.38117 0.55792
C -10.62677 -0.15598 -0.31526
C -10.22836 -1.03524 -1.31562
C -8.88136 -1.37128 -1.45367
C -7.93402 -0.81444 -0.59473
C -8.33941 0.05415 0.41936
C -6.49466 -1.12406 -0.76120
O -5.66817 -0.64068 -0.00870
C -6.07750 -2.02251 -1.86104
C -4.72075 -2.27799 -2.06630
C -4.32034 -3.13250 -3.09029
C -5.27387 -3.74016 -3.90450
C -6.62580 -3.48350 -3.70636
C -7.02999 -2.61648 -2.69029
C -8.46919 -2.32266 -2.51105
O -9.30441 -2.85107 -3.22653
H -9.99630 1.06040 1.34438
H -11.67413 0.10968 -0.21427
H -10.96830 -1.45463 -1.98969
H -7.60838 0.47990 1.09901
H -3.97230 -1.80955 -1.43249
H -3.26367 -3.32690 -3.25282
H -4.96174 -4.41168 -4.69785
H -7.36300 -3.95632 -4.34724
C -1.86224 8.93621 7.96966
C -2.45761 8.01943 8.83327
C -2.05488 6.68890 8.82159
C -1.06229 6.26791 7.93637
C -0.48355 7.18085 7.05501
C -0.87765 8.51925 7.08134
C 0.53620 6.73718 6.07606
O 1.04453 7.53596 5.30850
C 0.92068 5.30843 6.03971
C 1.83707 4.86432 5.08547
C 2.21437 3.52587 5.05231
C 1.68545 2.62835 5.97718
C 0.76787 3.06563 6.92600
C 0.37623 4.40483 6.95304
C -0.62754 4.85219 7.94396
O -1.09496 4.06700 8.75170
H -2.17069 9.97660 7.98564
H -3.23506 8.34320 9.51769
H -2.51855 5.98019 9.50018
H -0.42133 9.23676 6.40719
H 2.25554 5.55854 4.36389
H 2.92306 3.18152 4.30620
H 1.98561 1.58551 5.95538
H 0.35561 2.36073 7.64073
```

Calculated values
Gap between HOMO and LUMO (eV): 5.9
Total charge: -1
Spin multiplicity: 1



Record 3
The following is a DFT calculation (ωB97M-V/def2-TZVPD) of C9H18BaNO11 as an isolated structure in a non-equilibrium geometry.

```
40
Properties=species:S:1:pos:R:3
Ba 0.81237 -0.06556 0.20771
O 0.35654 0.74915 -4.31621
C 0.69508 0.52784 -3.03050
O 0.19810 -0.40441 -2.45712
O 1.46487 1.24068 -2.42482
H -0.30352 0.14555 -3.96753
O 3.59191 -1.47772 -0.37967
C 4.19253 -0.28352 -0.55139
O 5.35598 -0.31325 -0.80534
O 3.56802 0.72455 -0.40897
H 4.46721 -1.84125 -0.22703
O 1.34727 4.68425 1.47100
C 1.24100 3.54099 0.76165
O 1.49581 3.57752 -0.49172
O 0.81784 2.53252 1.29479
H 1.46977 5.30320 0.74748
C 0.85632 -3.52592 -0.37659
O 0.39401 -2.60587 0.55044
C -0.79208 -3.07861 1.27720
C -1.15875 -1.92769 2.39210
N -1.23755 -0.50345 1.90536
C -2.57246 -0.23886 1.23738
C -2.47001 1.16598 0.59515
O -1.73845 1.18744 -0.68522
C -1.93076 2.46601 -1.26221
H 1.12870 -4.49578 0.03967
H 1.77201 -3.07994 -0.76479
H 0.14842 -3.68478 -1.19007
H -0.34982 -3.95993 1.74173
H -1.58577 -3.16954 0.53565
H -0.26327 -1.68999 2.96631
H -1.96397 -2.31034 3.01923
H -1.30704 0.14014 2.68065
H -3.36133 -0.27494 1.98869
H -2.84409 -0.96224 0.46859
H -1.97610 1.88720 1.24629
H -3.50218 1.49226 0.46761
H -2.98122 2.62840 -1.50358
H -1.38788 2.64790 -2.18973
H -1.64752 3.25203 -0.56218
```

Calculated values
Gap between HOMO and LUMO (eV): 6.2
ΔE to the lowest compared entry with this formula, charge and spin (kJ/mol): 174.3
Total charge: -1
Spin multiplicity: 1



Record 4
The following is a DFT calculation (ωB97M-V/def2-TZVPD) of C27H53AsN as an isolated structure.

```
82
Properties=species:S:1:pos:R:3
C -8.79088 -0.44912 5.91927
C -9.40665 -1.81755 5.64509
C -8.47515 -2.99776 5.96465
C -7.95017 -3.70271 4.71644
C -6.96946 -4.83572 5.02949
C -5.52020 -4.36579 5.25779
C -4.49963 -4.91336 4.25159
C -3.28150 -4.00995 3.98970
C -2.88740 -3.88889 2.50894
C -1.38358 -3.69567 2.24502
C -1.04683 -2.59162 1.23177
C 0.15979 -2.90015 0.34417
C 0.31706 -1.90434 -0.81495
C 1.76225 -1.64445 -1.26052
C 2.00451 -0.21453 -1.73313
C 3.39892 0.01755 -2.31070
C 3.73423 1.50876 -2.46921
C 4.77733 1.81030 -3.53580
As 5.29991 3.81072 -3.60333
C 5.64682 5.84519 -3.64249
C 7.24555 3.47494 -3.01425
C 8.29310 4.09812 -3.94306
C 9.10499 5.23541 -3.32982
C 3.37925 4.15968 -4.33962
C 3.07036 3.85682 -5.66780
C 1.81307 4.09568 -6.16945
C 0.86080 4.64839 -5.33228
C 1.23024 4.91935 -4.02859
N 2.44441 4.69045 -3.54013
H -8.76862 -0.23826 6.99038
H -9.34311 0.35395 5.43032
H -7.76292 -0.41524 5.55047
H -9.68512 -1.86388 4.58787
H -10.33596 -1.92248 6.20825
H -7.62272 -2.63465 6.55010
H -8.98954 -3.73902 6.58060
H -7.44479 -2.96868 4.07845
H -8.80298 -4.09245 4.15318
H -6.98689 -5.55703 4.20898
H -7.32729 -5.36392 5.91686
H -5.49188 -3.27144 5.21102
H -5.21055 -4.63935 6.26906
H -4.14150 -5.88294 4.60649
H -5.01368 -5.10457 3.30394
H -3.50460 -3.01238 4.38027
H -2.41933 -4.37341 4.55315
H -3.43516 -3.05420 2.06571
H -3.23215 -4.78756 1.99003
H -0.95220 -4.63697 1.89621
H -0.88945 -3.46841 3.19421
H -1.91208 -2.39633 0.59048
H -0.84218 -1.65864 1.76544
H 1.06850 -2.88493 0.95310
H 0.04642 -3.91643 -0.04664
H -0.13830 -0.95253 -0.52413
H -0.25030 -2.28119 -1.66964
H 2.03503 -2.32910 -2.07134
H 2.45287 -1.86774 -0.43997
H 1.84748 0.47571 -0.89636
H 1.25443 0.05231 -2.48632
H 4.13457 -0.45075 -1.64657
H 3.47796 -0.47597 -3.28393
H 4.07911 1.89861 -1.50558
H 2.81183 2.05548 -2.69295
H 4.37394 1.52629 -4.51514
H 5.66631 1.19393 -3.36020
H 5.77348 3.64813 -5.12755
H 4.77660 3.99423 -2.11641
H 6.21742 6.10462 -2.74785
H 4.68747 6.36525 -3.60203
H 6.18097 6.16384 -4.54188
H 7.40361 2.39530 -2.96581
H 7.37021 3.85396 -1.99277
H 7.79917 4.46898 -4.85131
H 8.99693 3.33356 -4.29124
H 9.68371 4.88919 -2.46980
H 8.44861 6.03792 -2.98764
H 9.80043 5.66910 -4.05498
H 3.84658 3.43168 -6.29472
H 1.57269 3.86326 -7.20121
H -0.14318 4.86667 -5.67378
H 0.50902 5.35874 -3.34564
```

Calculated values
Gap between HOMO and LUMO (eV): 5.3
Total charge: -1
Spin multiplicity: 1



Record 5
The following is a DFT calculation (ωB97M-V/def2-TZVPD) of an isolated ion of composition C3H6NOS and charge +1 in a non-equilibrium geometry.

```
12
Properties=species:S:1:pos:R:3
C -1.23385 0.11896 -0.52694
C -0.42318 0.46581 -1.87659
C 1.12785 -0.22281 0.18164
N -0.38164 -0.10421 0.54054
O 1.78150 0.48444 1.06354
S 1.21640 0.50786 -1.60035
H -2.20700 -0.39332 -0.50882
H -1.05890 0.46546 -2.75436
H 1.21323 -1.35832 0.09309
H -0.17831 0.75119 0.99013
H -0.72460 -0.97842 1.03024
H 2.69147 0.43646 1.00708
```

Calculated values
Gap between HOMO and LUMO (spin up / spin down) (eV): 7.6 / 9.3
ΔE to the lowest compared entry with this formula, charge and spin (kJ/mol): 87.7
Expectation value of S²: 2.01
Total charge: +1
Spin multiplicity: 3



Record 6
The following is a DFT calculation (ωB97M-V/def2-TZVPD) of a 2-piece molecular cluster, C3H5N3O overall in a non-equilibrium geometry.

```
12
Properties=species:S:1:pos:R:3
O -2.32982 0.88475 -0.48168
C -1.61998 0.02730 0.24438
C -0.27379 0.31185 0.62130
N 0.41284 1.03634 -0.26639
N 1.47940 0.25835 -0.40963
C 1.52435 -0.69273 0.57148
N 0.44113 -0.65445 1.28541
H -1.69535 1.46532 -0.93884
H -0.24811 -1.12402 -1.07826
H -2.23656 -0.63295 0.85004
H 2.18854 0.49151 -1.08636
H 2.35737 -1.37127 0.68854
```

Calculated values
Gap between HOMO and LUMO (spin up / spin down) (eV): 7.4 / 9.0
ΔE to the lowest compared entry with this formula, charge and spin (kJ/mol): 561.0
Spin multiplicity: 1